Entry 1:
The following is a quantum chemistry calculation of a cluster of 3 separate species, C10H13ClN in total at a distorted geometry, from the OMol25 dataset.

Calculated values
**HOMO**: -11.63 eV
**Lowest unoccupied orbital energy**: -5.83 eV
**ΔE to the lowest compared entry with this formula, charge and spin**: 3.573 eV
**Charge**: +1

Geometry (Å):
C (-4.7535, 0.8363, 0.5855)
C (-3.6231, 1.6030, 0.3298)
C (-4.6023, -0.5778, 0.4100)
C (-2.3777, 1.0886, 0.1541)
C (-3.3694, -1.1399, 0.2665)
C (-2.1727, -0.3247, 0.1404)
C (-0.2551, -0.4402, -1.3873)
C (2.5506, -0.5096, 1.0070)
C (-0.8338, -0.7356, -0.2365)
C (2.7391, 0.6306, 1.5786)
N (4.4284, -1.2943, -0.7610)
Cl (-0.2205, -1.8202, 1.0222)
H (-5.6311, 1.2002, 0.9185)
H (-3.7303, 2.6309, 0.5894)
H (-5.4334, -1.1713, 0.4355)
H (-1.4725, 1.6677, -0.1788)
H (-3.2306, -2.1981, 0.2097)
H (-0.6903, 0.1726, -2.1613)
H (0.7430, -0.6691, -1.5644)
H (1.5425, -1.0020, 0.9202)
H (3.3800, -0.8729, 0.2500)
H (3.2556, 1.4651, 1.9685)
H (4.2127, -0.5949, -1.4305)
H (4.2598, -2.1492, -1.1296)
H (5.3324, -1.0135, -0.4504)

***

Entry 2:
The following is a quantum chemistry calculation of a cluster of 2 separate species, C3H8N2O in total, from the OMol25 dataset.

Calculated values
**SMILES**: C=CN.NC=O
**HOMO**: -8.34 eV
**Lowest unoccupied orbital energy**: 1.02 eV
**ΔE to the lowest compared entry with this formula, charge and spin**: 1.300 eV
**Charge**: 0

Geometry (Å):
C (0.6002, -1.7048, 0.1961)
C (1.2858, -0.7848, 0.8786)
N (2.4344, -0.1804, 0.4406)
H (0.9138, -1.9877, -0.8069)
H (-0.2245, -2.2622, 0.6081)
H (0.9947, -0.4878, 1.8768)
H (2.9482, -0.4617, -0.3725)
H (2.8772, 0.5220, 1.0115)
C (-2.1111, 1.8486, -0.4562)
N (-1.8715, 0.5436, -0.7467)
O (-1.4954, 2.4904, 0.3594)
H (-2.9380, 2.2548, -1.0606)
H (-2.4479, 0.0646, -1.4159)
H (-0.9660, 0.1453, -0.5122)

***

Entry 3:
The following is a quantum chemistry calculation of a structure of composition C38H37F15GeIrNO10PS5 at a distorted geometry, from the OMol25 dataset.

Calculated values
**HOMO (spin up / spin down)**: -2.98 / -2.88 eV
**Lowest unoccupied orbital energy (spin up / spin down)**: 3.06 / 3.09 eV
**Charge**: -2
**⟨S²⟩**: 0.77
**2S+1**: 2

Geometry (Å):
Ir (-1.0929, 0.5919, -1.2727)
F (1.6481, 3.2122, 0.7872)
C (1.0592, 4.3388, 0.3854)
F (1.2059, 5.2328, 1.3751)
F (1.7583, 4.8053, -0.6620)
S (-0.7756, 4.1059, -0.0805)
O (-0.7592, 2.8409, -0.7991)
O (-0.9889, 5.2913, -0.8642)
N (-1.5247, 4.0765, 1.2617)
S (-2.1619, 2.5745, 1.5789)
O (-3.5909, 2.7597, 1.7822)
O (-0.6604, 0.5688, 1.0332)
C (-1.5351, 2.7834, 3.3771)
F (-1.9402, 3.9415, 3.9095)
F (-1.9609, 1.8250, 4.2133)
F (-0.1957, 2.7745, 3.4452)
F (-1.0901, -2.2710, -3.0318)
C (0.0631, -2.0777, -3.6440)
F (0.1289, -3.0287, -4.6100)
F (1.0690, -2.3721, -2.8196)
C (0.1655, -0.6261, -4.2186)
O (-0.3097, 0.3209, -3.4458)
C (1.6756, -0.3712, -4.5284)
F (2.3517, -1.4484, -4.9773)
F (1.8385, 0.5761, -5.4690)
F (2.3192, 0.0473, -3.4454)
C (-0.5783, -0.7002, -5.6017)
F (0.1084, -1.4282, -6.5144)
F (-0.7507, 0.4809, -6.1852)
F (-1.7761, -1.2669, -5.4954)
C (-0.1732, 3.6081, -3.5637)
C (-0.9117, 3.1663, -4.8096)
C (-1.4713, 4.3344, -5.6124)
O (-1.9448, 2.2177, -4.5217)
P (-3.2850, 2.2643, -3.6980)
S (-4.7567, 1.7389, -4.9119)
S (-3.3252, 1.0545, -2.0151)
O (-3.3214, 3.8176, -3.2742)
C (-4.3163, 4.5772, -2.5979)
C (-5.7004, 4.3780, -3.2021)
C (-4.3067, 4.2984, -1.1026)
H (0.7109, 4.1815, -3.8333)
H (0.1295, 2.7227, -3.0106)
H (-0.8139, 4.2085, -2.9264)
H (-0.2295, 2.5867, -5.4419)
H (-2.1234, 4.9361, -4.9853)
H (-2.0409, 3.9599, -6.4611)
H (-0.6453, 4.9448, -5.9716)
H (-3.9812, 5.6110, -2.7756)
H (-6.0618, 3.3819, -2.9621)
H (-5.6614, 4.4716, -4.2848)
H (-6.3884, 5.1226, -2.8073)
H (-4.6413, 3.2856, -0.8963)
H (-4.9560, 4.9995, -0.5843)
H (-3.2994, 4.4127, -0.7113)
C (0.4820, 0.4386, 1.5184)
Ge (0.9255, -1.1449, 2.8840)
C (2.7387, -0.2034, 3.1666)
C (2.6894, 1.0696, 3.7269)
C (3.8279, 1.8451, 3.8514)
C (5.0479, 1.3658, 3.4044)
C (5.1110, 0.1128, 2.8192)
C (3.9600, -0.6468, 2.6802)
C (1.2070, -3.1695, 3.2125)
C (2.4096, -3.8515, 3.0685)
C (2.4544, -5.2339, 3.0150)
C (1.2833, -5.9656, 3.0820)
C (0.0832, -5.3075, 3.2969)
C (0.0512, -3.9301, 3.3745)
C (-0.0939, -0.7848, 4.5975)
C (0.6085, -0.4482, 5.7496)
C (-0.0492, -0.2460, 6.9507)
C (-1.4215, -0.4070, 7.0282)
C (-2.1266, -0.7735, 5.8970)
C (-1.4681, -0.9523, 4.6915)
H (1.3523, 0.4360, 0.8458)
H (1.7434, 1.4612, 4.0651)
H (3.7658, 2.8300, 4.2962)
H (5.9395, 1.9762, 3.4771)
H (6.0592, -0.2750, 2.4647)
H (4.0241, -1.5971, 2.1673)
H (3.3367, -3.3019, 3.0072)
H (3.4070, -5.7388, 2.8999)
H (1.3059, -7.0406, 2.9685)
H (-0.8325, -5.8768, 3.3841)
H (-0.8897, -3.4273, 3.5322)
H (1.6845, -0.3359, 5.7106)
H (0.5084, 0.0283, 7.8364)
H (-1.9361, -0.2466, 7.9667)
H (-3.1955, -0.9208, 5.9628)
H (-2.0216, -1.2070, 3.8000)
C (3.6722, -6.3845, -1.3467)
C (2.5872, -5.4270, -0.9450)
C (1.2532, -5.7245, -1.1943)
C (0.2507, -4.8461, -0.8168)
C (0.5797, -3.6609, -0.1913)
C (1.8993, -3.3503, 0.0634)
C (2.8975, -4.2381, -0.2939)
S (-0.6736, -2.3980, 0.0544)
O (-1.9215, -2.9147, -0.4344)
O (-0.7406, -2.1070, 1.4888)
O (-0.0697, -1.3127, -0.7503)
H (3.3305, -7.0433, -2.1411)
H (3.9548, -6.9943, -0.4884)
H (4.5575, -5.8553, -1.6927)
H (0.9946, -6.6507, -1.6898)
H (-0.7901, -5.0511, -1.0120)
H (2.1327, -2.4050, 0.5340)
H (3.9288, -4.0055, -0.0657)

***

Entry 4:
The following is a quantum chemistry calculation of a structure of composition C31H60AlCsF5KMgN4NaO9S2 at a distorted geometry, from the OMol25 dataset.

Calculated values
**HOMO**: -8.30 eV
**Lowest unoccupied orbital energy**: -3.89 eV
**Charge**: +1

Geometry (Å):
C (7.9805, 2.7703, -1.1569)
C (7.7045, 1.3321, -0.6820)
C (8.9767, 0.5110, -0.4140)
C (8.9064, -0.9367, -0.9132)
C (7.6942, -1.6972, -0.3851)
C (7.5461, -3.0698, -1.0879)
C (6.1515, -3.2883, -1.6982)
C (5.0334, -3.6934, -0.7009)
C (4.1425, -4.8801, -1.2773)
C (2.6744, -4.7182, -0.8508)
C (1.8255, -4.1445, -2.0256)
C (0.3241, -4.3081, -1.7631)
C (-0.5382, -3.2375, -2.4021)
C (-2.0359, -3.5729, -2.5036)
C (-2.7661, -2.6372, -1.5356)
O (-2.6061, -1.3054, -2.0410)
C (-1.7596, -0.4677, -1.2342)
S (-2.4573, 1.1020, -0.6516)
C (-4.2287, -3.0702, -1.3467)
C (-4.9115, -2.2251, -0.2616)
C (-4.8514, -2.8721, 1.1372)
C (-3.4401, -2.9507, 1.6980)
S (-3.5438, -3.6752, 3.3729)
O (-4.9716, -3.2114, -2.5642)
C (-5.5238, -2.0116, -3.0442)
C (-7.0839, -1.8923, -2.9035)
N (-7.4516, -0.6895, -2.1030)
H (9.0293, 3.0065, -0.9884)
H (7.7648, 2.8718, -2.2165)
H (7.4109, 3.5011, -0.5924)
H (7.1647, 1.4162, 0.2621)
H (7.0275, 0.8145, -1.3600)
H (9.2499, 0.5513, 0.6393)
H (9.7924, 0.9831, -0.9629)
H (9.8190, -1.4335, -0.5806)
H (8.8976, -0.9152, -2.0043)
H (6.7799, -1.1323, -0.5444)
H (7.8697, -1.8691, 0.6773)
H (8.2415, -3.0678, -1.9277)
H (7.8895, -3.8849, -0.4369)
H (6.2548, -4.1067, -2.4116)
H (5.8544, -2.3701, -2.1942)
H (4.3520, -2.8529, -0.6095)
H (5.4175, -3.9972, 0.2805)
H (4.2139, -4.9506, -2.3568)
H (4.5395, -5.8154, -0.8334)
H (2.2266, -5.6729, -0.5102)
H (2.5692, -3.9931, -0.0294)
H (2.0953, -3.1000, -2.1673)
H (2.1192, -4.7140, -2.9062)
H (0.0480, -5.3368, -2.0106)
H (0.1628, -4.1723, -0.7106)
H (-0.4072, -2.3623, -1.7762)
H (-0.1624, -2.9605, -3.3871)
H (-2.1912, -4.5964, -2.1528)
H (-2.3950, -3.5059, -3.5253)
H (-2.2837, -2.7928, -0.5712)
H (-1.3159, -0.9944, -0.3865)
H (-0.9418, -0.1305, -1.8691)
H (-3.4454, 0.8303, 0.2223)
H (-4.1473, -4.0831, -0.9473)
H (-5.9602, -2.0337, -0.4707)
H (-4.3826, -1.2682, -0.2110)
H (-5.3104, -3.8572, 1.0518)
H (-5.4696, -2.2508, 1.7824)
H (-2.8583, -3.6525, 1.1105)
H (-2.9556, -1.9826, 1.7667)
H (-2.5854, -2.9798, 3.9929)
H (-5.0409, -1.1470, -2.6422)
H (-5.3433, -1.9880, -4.1238)
H (-7.4382, -2.7981, -2.4157)
H (-7.5751, -1.7790, -3.8637)
H (-8.2832, -0.2570, -2.4843)
H (-7.7191, -0.9602, -1.1649)
C (1.0225, -1.5568, 0.3821)
O (-0.0430, -2.3275, 0.7877)
H (2.0390, -1.9258, 0.6840)
H (1.1306, -1.4204, -0.7214)
H (1.0214, -0.5215, 0.7607)
Na (0.5985, -4.5747, 0.8762)
Cs (5.7975, -6.1547, 0.6191)
C (-1.8647, 4.5683, 2.5264)
C (-2.9415, 4.2131, 1.7161)
C (-4.1931, 4.0279, 2.2596)
C (-4.3707, 4.2155, 3.6256)
C (-3.2883, 4.5687, 4.4341)
C (-2.0341, 4.7392, 3.9017)
N (-5.6684, 4.0446, 4.1979)
O (-6.6044, 3.7480, 3.5258)
O (-5.8154, 4.2115, 5.4735)
H (-0.8913, 4.7089, 2.0759)
H (-2.7846, 4.0851, 0.6517)
H (-5.0208, 3.7511, 1.6235)
H (-3.4052, 4.7435, 5.4912)
H (-1.2138, 5.0059, 4.5589)
C (-0.4285, 3.8424, 7.0731)
O (0.6746, 3.4316, 6.7218)
O (-1.0591, 3.0695, 8.0843)
O (-1.0628, 4.8553, 6.6768)
H (-0.3580, 2.4051, 8.1394)
K (-4.9294, 0.5162, -2.4288)
F (-2.2631, 3.9247, -2.5112)
Al (-0.6479, 4.2034, -2.0993)
F (-0.5443, 4.1846, -0.4060)
F (-0.1158, 5.6578, -2.7366)
F (0.2529, 2.9157, -2.7327)
Mg (-4.2106, 3.6756, 6.5171)
C (-1.8136, 8.1846, -0.8475)
O (-1.9672, 6.9973, -0.6531)
N (-2.5820, 8.8922, -1.7379)
N (-0.8556, 8.9173, -0.1963)
H (-2.4676, 9.8707, -1.9162)
H (-3.2851, 8.3820, -2.2366)
H (-0.2724, 8.4263, 0.4543)
H (-0.7075, 9.8964, -0.3441)
F (-2.1956, 2.2307, 5.6276)

***

Entry 5:
The following is a quantum chemistry calculation of a structure of composition C31H31NO6PS3Yb at a distorted geometry, from the OMol25 dataset.

Calculated values
**HOMO (spin up / spin down)**: -5.62 / -6.11 eV
**Lowest unoccupied orbital energy (spin up / spin down)**: -0.29 / -0.37 eV
**ΔE to the lowest compared entry with this formula, charge and spin**: 0.000 eV
**Charge**: 0
**⟨S²⟩**: 0.77
**2S+1**: 2

Geometry (Å):
Yb (0.2383, 1.4176, 0.4870)
O (0.1540, 2.8020, 2.1908)
S (0.4218, 1.7494, 3.1843)
O (0.1081, 0.4260, 2.5566)
O (-0.1467, 1.9681, 4.4573)
C (2.3132, 1.7368, 3.1735)
C (2.7998, 2.3083, 4.3350)
C (4.1750, 2.2892, 4.6009)
C (5.1047, 1.9023, 3.6521)
C (4.6877, 1.5061, 2.3537)
C (3.2890, 1.4269, 2.0879)
S (2.9886, 1.0888, 0.3244)
O (2.2911, 2.3484, -0.1662)
O (4.1623, 0.6745, -0.3917)
O (1.9678, 0.0088, 0.4004)
H (2.1478, 2.8014, 5.0739)
H (4.5391, 2.6528, 5.5651)
H (6.2063, 1.9276, 3.8878)
H (5.4853, 1.2784, 1.6507)
C (-0.1837, -4.3643, 3.6016)
C (-0.2382, -4.3939, 2.0787)
C (1.1776, -4.1451, 1.6738)
C (-0.6165, -5.8689, 1.5687)
C (-1.2561, -3.4033, 1.4503)
C (-2.5169, -3.8577, 1.0011)
C (-3.3754, -3.0935, 0.2275)
C (-2.9209, -1.8558, -0.2084)
S (-3.7959, -0.6176, -1.2251)
C (-2.4499, 0.3634, -0.8622)
N (-1.3505, -0.2248, -0.3149)
C (-1.6781, -1.4597, 0.1849)
C (-0.8471, -2.1136, 1.1027)
C (-2.4637, 1.8035, -0.9888)
C (-3.6092, 2.4979, -0.5019)
C (-3.6427, 3.7800, -0.2574)
C (-2.5030, 4.5491, -0.4743)
C (-1.3639, 4.0011, -1.0662)
C (-1.4212, 2.6783, -1.5483)
H (0.6990, -4.8151, 4.0957)
H (-1.0651, -4.8218, 4.0681)
H (-0.1017, -3.3353, 3.9139)
H (1.9064, -4.9367, 2.0230)
H (1.6493, -3.1548, 1.8893)
H (1.2210, -4.1169, 0.5837)
H (0.2700, -6.5802, 1.6046)
H (-0.8097, -5.9102, 0.5093)
H (-1.4163, -6.3955, 2.0576)
H (-2.8028, -4.9158, 1.2157)
H (-4.4253, -3.3941, 0.0825)
H (0.0070, -1.6806, 1.6310)
H (-4.4645, 1.8303, -0.3241)
H (-4.5956, 4.2382, 0.1051)
H (-2.4282, 5.5098, -0.0691)
H (-0.4366, 4.5768, -1.1945)
C (-2.3717, 2.4537, -4.2683)
P (-0.9279, 2.2548, -3.2614)
C (0.0387, 3.6660, -3.6951)
C (0.0034, 0.7552, -3.7055)
C (1.2328, 0.6753, -3.1263)
C (1.9494, -0.5004, -3.0239)
C (1.3230, -1.6225, -3.5385)
C (0.1278, -1.5343, -4.2644)
C (-0.4015, -0.2812, -4.5671)
H (-3.0964, 1.7350, -3.8540)
H (-2.0997, 2.2517, -5.3139)
H (-2.8355, 3.4573, -4.2186)
H (0.4380, 3.5493, -4.7168)
H (0.9558, 3.8807, -3.0786)
H (-0.5469, 4.6061, -3.7246)
H (1.6347, 1.6010, -2.6815)
H (2.9097, -0.5125, -2.4612)
H (1.8217, -2.5879, -3.4053)
H (-0.2458, -2.4620, -4.6559)
H (-0.9947, -0.0720, -5.4968)

***

Entry 6:
The following is a quantum chemistry calculation of an isolated molecule of C6H10O, from the OMol25 dataset.

Calculated values
**HOMO**: -8.04 eV
**Lowest unoccupied orbital energy**: 0.96 eV
**ΔE to the lowest compared entry with this formula, charge and spin**: 3.709 eV
**Charge**: 0

Geometry (Å):
C (0.4851, 1.6143, -1.1296)
C (0.7833, 0.1232, -1.0485)
C (1.4225, -0.3848, 0.2505)
C (-0.1679, -0.9035, -0.5655)
C (-1.2871, -0.3795, 0.3099)
C (-1.5895, -1.2297, 1.5218)
O (-0.8123, -2.0110, 2.0182)
H (1.3979, 2.1764, -1.3535)
H (0.0744, 2.0175, -0.1992)
H (-0.2340, 1.8178, -1.9309)
H (1.3480, -0.2012, -1.9264)
H (2.4013, -0.8420, 0.1114)
H (1.3684, 0.3225, 1.0785)
H (0.7958, -1.3344, 0.5206)
H (-2.1759, -0.3887, -0.3381)
H (-1.2271, 0.6580, 0.6932)
H (-2.5829, -1.0546, 1.9875)

***

Number 1: E -903.34211 Ha. Number 2: E -303.84434 Ha. Number 3: E -8288.97977 Ha. Number 4: E -4633.78376 Ha. Number 5: E -4400.66510 Ha. Number 6: E -309.70607 Ha.